No. 1
Here is C23H19CoN2O5 as an isolated structure from the Open Molecules 2025 dataset. Energies are from ωB97M-V with the def2-TZVPD basis set.

Structure (XYZ):
```
50
C23H19CoN2O5 | the Open Molecules 2025 dataset | ωB97M-V with the def2-TZVPD basis set
Co -0.04714 0.07720 -1.50993
O 1.85255 0.14254 -1.68895
C 2.65500 -0.85330 -1.74525
C 4.06336 -0.60245 -1.74919
C 4.97588 -1.61628 -1.82967
C 4.57846 -2.96634 -1.91299
C 3.23398 -3.23749 -1.90311
C 2.26573 -2.22245 -1.82242
C 0.88550 -2.62665 -1.80432
N -0.11319 -1.83859 -1.73042
C -1.47090 -2.37744 -1.74442
C -2.37760 -1.39822 -1.01739
N -1.96763 -0.03553 -1.36599
C -2.75301 0.93820 -1.13278
C -2.41831 2.33602 -1.26556
C -3.44628 3.26728 -1.04406
C -3.24395 4.61764 -1.16942
C -1.95358 5.05714 -1.52939
C -0.92672 4.18219 -1.74682
C -1.10168 2.76722 -1.61330
O -0.10899 1.98749 -1.81907
H 4.37203 0.43245 -1.67280
H 6.03390 -1.37457 -1.82069
H 5.31030 -3.76032 -1.97249
H 2.89030 -4.26684 -1.95164
H 0.69823 -3.70380 -1.86819
H -1.50444 -3.35440 -1.25587
H -1.80461 -2.49994 -2.77924
H -2.25147 -1.51704 0.06024
H -3.42607 -1.57431 -1.27567
H -3.77616 0.71781 -0.80545
H -4.42566 2.89219 -0.76088
H -4.04421 5.32210 -0.98865
H -1.76650 6.12171 -1.62712
H 0.06497 4.52710 -2.01038
O -0.78284 1.61727 2.45887
C -0.37137 0.68110 3.33138
C -0.53129 0.91993 4.69905
C -0.08659 -0.00953 5.62230
C 0.52143 -1.19178 5.20511
C 0.66569 -1.42755 3.84691
C 0.22423 -0.51353 2.89769
C 0.35914 -0.83963 1.42950
O 0.85579 -1.91050 1.08689
O -0.12763 0.05261 0.63726
H -0.46586 1.27326 1.56733
H -0.99411 1.84897 5.00749
H -0.20959 0.19253 6.68061
H 0.87193 -1.91605 5.92930
H 1.11897 -2.33741 3.47359
```

orbital gap (alpha / beta): 7.4 / 7.3 eV
2S+1: 2
energy relative to the best compared isomer or geometry (same formula, charge and spin): 0.0 kcal per mole
total charge: -1
LUMO energy (alpha / beta): 2.92 / 2.91 eV
HOMO energy (alpha / beta): -4.523 / -4.425 eV
calculated total energy: -75008.5414 eV

---

No. 2
Here is a 2-piece molecular cluster, C4H11NOS overall from the Open Molecules 2025 dataset. Energies are from ωB97M-V with the def2-TZVPD basis set.

Structure (XYZ):
```
18
C4H11NOS | the Open Molecules 2025 dataset | ωB97M-V with the def2-TZVPD basis set
C -1.51588 3.09851 -1.19518
C -1.04034 1.67051 -1.13675
O -0.42065 1.12716 -2.02863
N -1.37412 0.94737 -0.02227
H -2.33715 3.27672 -0.50621
H -1.84759 3.29053 -2.21476
H -1.16003 -0.03278 -0.02752
H -1.79553 1.36530 0.78857
H -0.68984 3.79183 -0.99088
C 1.76355 -1.56663 -0.26819
C 0.43380 -2.68772 1.91450
S 0.97636 -1.13595 1.23481
H 2.23966 -2.55113 -0.28944
H 0.98773 -1.56797 -1.04566
H 2.48907 -0.79805 -0.52526
H 0.12751 -3.36740 1.11102
H -0.40832 -2.46759 2.56498
H 1.25411 -3.08812 2.50955
```

orbital gap (alpha / beta): 9.8 / 4.7 eV
2S+1: 2
energy relative to the best compared isomer or geometry (same formula, charge and spin): 0.0 kcal per mole
total charge: +1
LUMO energy (alpha / beta): -3.32 / -8.42 eV
HOMO energy (alpha / beta): -13.140 / -13.119 eV
calculated total energy: -18691.0816 eV

---

No. 3
Here is an isolated molecule of C5H10NO2 from the Open Molecules 2025 dataset. Energies are from ωB97M-V with the def2-TZVPD basis set.

Structure (XYZ):
```
18
C5H10NO2 | the Open Molecules 2025 dataset | ωB97M-V with the def2-TZVPD basis set
O -1.36802 0.63145 1.72045
C -1.01353 1.07871 0.55703
N 0.95074 1.46727 -1.14314
C 0.46093 0.74311 0.01538
C 0.48765 -0.86914 -0.16818
C 1.61765 -1.78792 0.48678
O 1.55289 -3.15051 0.22814
C -1.95190 0.59363 -0.57571
H -1.06367 2.13119 0.44332
H 1.32437 2.26942 -0.81011
H 1.01076 1.01482 0.91689
H 0.46595 -1.08466 -1.23831
H -0.32301 -1.29303 0.37004
H 1.66289 -1.47489 1.56540
H 2.69602 -1.42295 0.18590
H -2.13322 -0.58415 -0.40192
H -2.95930 1.09920 -0.63352
H -1.41720 0.63845 -1.51844
```

orbital gap (alpha / beta): 6.4 / 6.4 eV
2S+1: 2
energy relative to the best compared isomer or geometry (same formula, charge and spin): 161.6 kcal per mole
total charge: 0
LUMO energy (alpha / beta): -3.28 / -3.29 eV
HOMO energy (alpha / beta): -9.635 / -9.655 eV
calculated total energy: -10923.6825 eV